Record 1
80
Properties=species:S:1:pos:R:3:forces:R:3:mulliken_charge:R:1 method="wB97M-V/def2-TZVPD" lumo_ev="-3.933 / -4.120" homo_energy_ev="-9.38 / -9.44" charge=+1 de_lowest_kj_mol=0.00 max_force_ev_per_a=3.17 total_energy_ha=-3590.3319
C 1.765 1.107 -0.334 0.5 -0.1 -0.9 -0.430
C 2.313 -0.155 0.051 -0.3 0.4 -0.3 -0.537
C 2.062 -1.087 -0.999 -0.4 0.2 -0.1 -0.775
H 2.939 -0.335 0.934 -0.4 0.0 -0.4 0.484
C 1.360 -0.414 -2.030 -0.1 -0.5 0.1 -0.497
C 1.182 0.949 -1.637 0.5 0.2 1.0 -0.768
H 0.837 1.771 -2.273 0.1 -0.4 0.3 0.744
H 1.938 2.061 0.175 -0.2 -0.4 -0.2 0.454
H 2.409 -2.123 -1.028 -0.2 0.4 0.0 0.570
H 1.068 -0.847 -3.000 0.2 0.2 0.7 0.432
Bi -0.808 -0.151 0.210 2.6 -1.0 -1.5 0.746
Si -5.847 -6.178 -0.218 -0.1 0.3 0.1 0.300
C -5.376 -7.323 1.168 -0.5 -0.1 0.2 0.098
C -6.355 -8.127 1.783 0.7 0.0 0.1 -0.638
H -7.395 -8.061 1.445 0.4 -0.1 0.2 0.352
C -5.982 -9.001 2.803 0.1 -0.1 0.1 -0.532
H -6.734 -9.650 3.261 0.3 0.2 -0.1 0.372
C -4.646 -9.059 3.231 0.0 0.1 -0.1 -0.557
H -4.357 -9.749 4.033 -0.2 0.3 -0.3 0.358
C -3.673 -8.253 2.625 -0.3 0.0 -0.2 -0.682
H -2.630 -8.312 2.942 -0.3 0.0 -0.1 0.442
C -4.041 -7.387 1.586 -0.1 -0.4 0.3 0.125
H -3.285 -6.767 1.091 -0.3 -0.3 0.2 0.681
C -5.636 -7.027 -1.853 -0.4 -0.1 -0.2 0.540
C -4.935 -8.238 -1.910 0.0 0.1 -0.5 -0.168
H -4.658 -8.758 -0.986 -0.1 0.2 -0.4 0.344
C -4.586 -8.782 -3.153 -0.1 0.2 0.1 -0.655
H -4.045 -9.728 -3.192 -0.1 0.3 -0.1 0.383
C -4.943 -8.118 -4.330 -0.2 0.0 0.1 -0.466
H -4.649 -8.529 -5.302 -0.2 0.1 0.4 0.379
C -5.708 -6.942 -4.271 0.0 -0.1 0.0 -0.511
H -6.040 -6.459 -5.193 0.2 -0.1 0.2 0.377
C -6.057 -6.393 -3.038 0.3 -0.5 0.1 -0.567
H -6.649 -5.474 -2.973 0.2 -0.3 -0.2 0.327
H -4.836 -5.129 -0.211 0.1 0.1 0.0 -0.144
Si -1.730 -3.004 -0.049 -1.0 0.1 0.4 0.071
C -1.216 -3.548 -1.734 -0.3 0.2 -0.8 0.858
C -0.452 -4.713 -1.922 0.3 0.1 -0.2 -0.229
H -0.189 -5.348 -1.062 -0.1 0.4 -0.5 0.410
C -0.020 -5.068 -3.213 -0.6 0.4 0.5 -0.785
H 0.560 -5.974 -3.358 0.0 0.2 0.0 0.428
C -0.394 -4.274 -4.295 0.1 0.2 -0.2 -0.440
H -0.067 -4.537 -5.297 0.0 0.0 0.2 0.418
C -1.185 -3.128 -4.135 -0.3 0.0 0.5 -0.716
H -1.507 -2.524 -4.985 0.2 -0.3 0.1 0.428
C -1.618 -2.776 -2.859 0.6 -0.6 0.4 -0.439
H -2.272 -1.918 -2.692 0.2 -0.1 -0.2 0.343
C -0.871 -4.039 1.218 0.4 0.1 0.5 0.505
C 0.538 -3.891 1.344 -0.8 0.1 -0.1 -0.050
H 1.055 -3.182 0.688 -0.1 -0.3 0.2 0.312
C 1.233 -4.629 2.285 -0.4 -0.4 0.1 -0.837
H 2.309 -4.498 2.369 -0.2 -0.2 0.1 0.459
C 0.534 -5.566 3.073 0.2 0.5 -0.2 -0.610
H 1.088 -6.166 3.780 0.0 -0.1 0.1 0.396
C -0.847 -5.710 2.970 0.1 0.0 -0.2 -0.609
H -1.376 -6.445 3.581 0.2 0.3 -0.1 0.455
C -1.556 -4.933 2.052 0.2 0.2 0.0 -0.690
H -2.642 -5.018 1.988 0.3 0.1 0.0 0.814
H -7.157 -5.464 0.000 0.2 -0.5 -0.1 -0.209
Cl -3.799 -3.003 0.238 0.5 0.2 0.0 -0.423
C 0.828 -0.270 3.428 0.1 -0.5 0.2 -0.704
C 0.176 1.028 3.150 -0.9 0.9 -1.1 0.495
N -0.483 1.307 2.024 0.0 0.4 2.1 0.231
C -0.956 2.626 1.970 1.1 -0.7 1.8 -0.284
C -0.655 3.341 3.102 -0.1 -0.7 -0.5 -0.404
S 0.233 2.355 4.258 -0.7 0.4 -1.5 -0.118
C -1.548 3.004 0.715 -0.7 0.5 -2.0 -0.239
C -2.007 4.208 0.239 0.3 -0.7 0.2 -0.399
S -2.446 4.103 -1.453 0.6 -0.7 1.4 -0.107
C -2.006 2.430 -1.446 0.3 0.2 1.5 0.576
N -1.569 1.999 -0.261 -1.3 1.4 -0.9 0.245
C -2.104 1.571 -2.640 -0.1 -0.1 -0.7 -1.123
H 1.833 -0.078 3.823 -0.2 -0.2 0.0 0.391
H 0.254 -0.843 4.168 0.2 0.1 -0.1 0.344
H 0.926 -0.888 2.523 0.0 0.3 0.2 -0.178
H -0.916 4.381 3.234 0.2 -0.1 0.4 0.441
H -2.044 5.101 0.847 -0.2 0.1 -0.4 0.437
H -2.605 2.127 -3.436 0.0 -0.2 0.0 0.491
H -1.107 1.285 -3.005 -0.3 0.0 0.2 0.258
H -2.681 0.658 -2.437 0.1 0.2 0.0 0.203

---

Record 2
75
Properties=species:S:1:pos:R:3:forces:R:3:mulliken_charge:R:1 method="wB97M-V/def2-TZVPD" lumo_ev=-6.956 homo_energy_ev=-14.35 charge=+2 max_force_ev_per_a=2.27 total_energy_ha=-2327.6503
C 1.865 3.964 -0.190 -0.3 -0.2 -0.2 -0.138
C 2.386 2.819 0.446 0.3 -0.1 -0.2 0.731
C 3.719 2.454 0.189 -0.6 -0.1 -0.2 -0.839
C 4.480 3.232 -0.675 0.5 -0.1 -0.1 -0.562
C 3.985 4.401 -1.260 -0.3 0.0 0.0 -0.785
C 2.638 4.736 -1.053 0.3 -0.2 0.4 -0.982
P 1.377 1.675 1.481 0.9 1.9 0.9 0.553
C 2.540 0.982 2.756 0.1 -0.7 -0.2 0.537
C 3.064 -0.321 2.641 -0.1 0.3 -0.3 -0.137
C 4.099 -0.758 3.477 -0.1 0.1 0.0 -0.623
C 4.618 0.096 4.455 -0.4 0.2 -0.4 -0.545
C 4.054 1.368 4.617 -0.2 -0.1 -0.1 -0.640
C 3.006 1.800 3.799 0.0 0.2 -0.2 -0.422
Bi 0.533 -0.139 -0.277 0.3 -1.2 0.7 1.089
P 0.123 0.644 -2.722 0.0 0.4 -1.7 0.852
C 1.838 0.740 -3.369 0.1 0.1 -0.3 0.443
C 2.179 1.846 -4.159 0.1 0.0 0.3 -1.264
C 3.526 2.173 -4.339 0.1 -0.3 -0.3 -0.575
C 4.528 1.279 -3.954 -0.3 0.2 0.1 -0.555
C 4.178 0.090 -3.313 -0.1 -0.3 -0.1 -0.895
C 2.842 -0.197 -3.031 -0.2 0.5 0.7 -0.255
C -0.703 -0.643 -3.705 -0.1 -0.6 0.6 0.565
C -2.040 -0.984 -3.409 0.3 -0.7 0.2 -0.648
C -2.563 -2.199 -3.868 0.0 0.1 -0.2 -0.752
C -1.829 -3.025 -4.733 0.6 0.3 0.3 -0.459
C -0.497 -2.667 -5.021 -0.4 -0.4 -0.2 -0.671
C 0.067 -1.497 -4.509 0.0 -0.5 0.4 -0.269
C -0.885 2.137 -2.955 -0.2 0.3 0.0 0.545
C -1.468 2.825 -1.871 0.3 -0.3 -0.4 0.201
C -2.258 3.950 -2.115 0.0 0.1 0.2 -0.842
C -2.492 4.411 -3.416 0.3 -0.3 0.3 -0.641
C -1.945 3.703 -4.487 0.1 -0.1 -0.1 -0.778
C -1.155 2.569 -4.267 -0.2 0.1 0.0 -0.425
C 0.243 2.788 2.373 -0.5 0.0 0.4 0.790
C 0.590 4.131 2.610 -0.1 0.2 -0.1 -0.149
C -0.316 5.003 3.226 0.0 -0.2 0.0 -0.821
C -1.567 4.546 3.641 0.1 -0.2 -0.3 -0.635
C -1.891 3.198 3.456 0.0 -0.1 0.2 -0.664
C -0.986 2.309 2.874 0.2 0.3 -0.3 -0.586
H -2.630 -0.372 -2.725 0.1 0.0 -0.2 0.561
H -3.525 -2.555 -3.498 0.1 0.4 -0.3 0.400
H -2.261 -3.972 -5.109 0.4 0.7 0.3 0.386
H 0.128 -3.373 -5.582 -0.3 0.5 0.1 0.395
H 1.138 -1.328 -4.634 -0.4 0.1 -0.2 0.353
H 1.383 2.468 -4.580 0.6 -0.2 0.3 0.848
H 3.808 3.136 -4.766 -0.2 -0.4 -0.2 0.486
H 5.578 1.510 -4.157 -0.4 -0.1 0.2 0.450
H 4.951 -0.613 -2.996 -0.3 0.2 -0.2 0.412
H 2.592 -1.116 -2.480 0.1 0.4 -0.2 0.572
H -1.307 2.452 -0.849 -0.1 0.4 -0.4 0.127
H -2.699 4.477 -1.272 0.1 -0.1 -0.2 0.494
H -3.082 5.318 -3.583 0.2 -0.5 0.1 0.424
H -2.136 4.042 -5.506 0.1 -0.2 0.3 0.440
H -0.765 2.019 -5.129 -0.1 0.2 0.3 0.459
H 1.563 4.528 2.309 -0.4 -0.2 0.0 0.519
H -0.051 6.053 3.363 0.0 -0.4 0.0 0.423
H -2.289 5.235 4.091 0.3 -0.3 -0.2 0.429
H -2.870 2.839 3.766 0.3 0.0 0.0 0.451
H -1.227 1.247 2.804 -0.1 0.3 -0.1 0.375
H 2.662 -0.981 1.866 0.3 0.1 0.3 0.201
H 4.509 -1.763 3.359 -0.2 0.3 0.0 0.405
H 5.450 -0.227 5.081 -0.3 0.1 -0.1 0.406
H 4.435 2.039 5.384 -0.1 -0.2 -0.1 0.424
H 2.571 2.789 3.960 0.2 -0.3 -0.1 0.342
H 4.132 1.533 0.616 -0.1 0.4 -0.1 0.422
H 5.481 2.864 -0.912 -0.2 0.4 0.1 0.468
H 4.638 5.033 -1.873 -0.4 -0.4 0.2 0.435
H 2.124 5.563 -1.549 0.6 -0.1 0.2 0.563
H 0.829 4.294 -0.072 0.2 -0.4 0.2 0.564
H 1.661 4.028 -3.461 -0.8 0.3 0.5 0.425
H 1.019 3.970 -3.058 0.6 0.3 -0.4 -0.352
C -1.595 -0.220 0.322 -0.1 0.0 -0.4 -1.465
H -1.598 -0.588 1.350 -0.3 0.1 -0.2 0.501
H -1.987 -0.968 -0.382 -0.1 0.2 0.4 0.492
H -2.095 0.744 0.186 0.0 -0.4 0.3 0.417

---

Record 3
85
Properties=species:S:1:pos:R:3:forces:R:3:mulliken_charge:R:1 method="wB97M-V/def2-TZVPD" lumo_ev=-0.798 homo_energy_ev=-6.62 charge=0 de_lowest_kj_mol=84.21 max_force_ev_per_a=1.17 total_energy_ha=-2603.7996
Cd -0.442 0.436 -0.513 -0.1 0.4 0.4 3.223
C 4.311 -2.648 1.515 0.0 0.1 0.0 -0.895
C 4.348 -1.343 1.991 0.0 -0.1 0.0 -0.839
C 3.642 -0.341 1.344 0.0 0.0 0.0 -0.162
C 2.868 -0.623 0.214 0.3 0.0 0.0 -0.676
C 2.857 -1.929 -0.272 1.1 0.1 -0.1 -0.107
C 3.570 -2.929 0.375 0.2 0.2 0.0 -0.276
N 2.065 0.377 -0.366 0.5 -0.2 0.0 0.856
C 2.625 1.467 -0.807 0.2 0.1 0.0 0.027
C 4.055 1.641 -1.029 -0.1 -0.2 0.0 -0.991
C 4.553 2.790 -1.530 -0.2 0.2 -0.1 -0.595
C 3.704 3.911 -1.851 0.2 -0.1 0.0 -0.726
C 2.375 3.822 -1.641 -0.1 0.0 0.1 -0.885
C 1.800 2.623 -1.109 0.2 -0.1 0.0 0.415
N 0.522 2.497 -0.771 -0.5 0.7 -0.2 1.262
N -0.238 3.537 -0.802 0.0 0.0 -0.1 -1.450
C -1.562 3.288 -0.484 -0.2 0.0 0.0 0.000
C -2.329 4.411 -0.132 0.0 0.0 0.0 -0.595
C -3.652 4.254 0.187 -0.1 0.0 0.0 -0.538
C -4.222 2.979 0.139 0.0 0.1 0.0 -0.575
C -3.413 1.931 -0.226 0.1 -0.1 0.0 -0.430
N -2.116 2.064 -0.535 0.2 0.2 0.0 0.317
H 4.849 -3.434 2.029 0.0 0.0 0.0 0.392
H 4.928 -1.102 2.873 0.0 0.0 0.0 0.396
H 3.676 0.679 1.711 0.0 0.0 0.0 0.676
H 2.282 -2.154 -1.161 0.9 -0.1 0.3 0.104
H 3.543 -3.938 -0.018 0.0 0.0 0.0 0.441
H 4.705 0.803 -0.815 0.0 0.0 0.0 0.427
H 5.619 2.868 -1.711 0.0 0.0 0.0 0.407
H 4.136 4.812 -2.264 0.0 0.0 0.0 0.399
H 1.708 4.644 -1.866 0.0 0.0 0.0 0.465
H -1.834 5.371 -0.106 0.0 0.0 0.0 0.500
H -4.249 5.111 0.474 0.0 0.0 0.0 0.414
H -5.263 2.809 0.374 0.0 0.0 0.0 0.459
H -3.804 0.926 -0.287 0.0 -0.1 0.0 0.210
C 0.193 3.125 4.260 0.0 0.0 -0.1 -0.639
C -1.049 2.868 3.695 0.0 -0.1 0.0 -0.693
C -1.236 1.757 2.884 0.0 0.1 0.0 -0.275
C -0.182 0.883 2.620 -0.1 -0.1 -0.1 -0.929
C 1.061 1.140 3.201 0.1 0.0 0.0 0.342
C 1.244 2.250 4.010 0.0 0.0 0.0 -0.906
N -0.371 -0.152 1.684 0.2 -0.1 0.0 0.622
C 0.125 -1.369 1.871 0.0 0.0 0.1 -0.179
C 0.456 -1.907 3.163 0.0 0.0 -0.1 -0.933
C 0.831 -3.205 3.308 0.0 -0.1 0.0 -0.797
C 0.941 -4.097 2.202 -0.1 0.0 0.1 -0.871
C 0.694 -3.627 0.954 -0.2 0.0 0.1 -0.731
C 0.313 -2.275 0.757 -0.3 0.1 -0.3 -0.056
N 0.198 -1.718 -0.473 -1.0 -0.4 0.4 2.961
N 0.525 -2.345 -1.517 -1.0 -0.1 -0.6 -1.407
C 0.467 -1.549 -2.688 -0.1 -0.1 0.0 -0.361
C 1.002 -2.124 -3.838 0.1 -0.1 0.0 -0.591
C 1.057 -1.382 -4.998 0.0 0.0 0.0 -0.666
C 0.568 -0.080 -4.999 0.0 0.0 0.0 -1.011
C 0.037 0.410 -3.824 -0.1 0.0 0.1 -0.799
N -0.025 -0.304 -2.699 0.1 -0.3 0.1 0.524
H 0.344 4.002 4.876 0.0 0.0 0.0 0.389
H -1.881 3.535 3.887 0.0 0.0 0.0 0.420
H -2.203 1.557 2.436 0.0 0.0 0.0 0.301
H 1.886 0.470 2.987 -0.1 0.1 0.0 0.682
H 2.220 2.441 4.441 0.0 0.0 0.0 0.411
H 0.354 -1.264 4.027 0.0 0.0 0.0 0.544
H 1.039 -3.582 4.303 0.0 0.0 0.0 0.420
H 1.229 -5.127 2.362 0.0 0.0 0.0 0.425
H 0.777 -4.259 0.080 0.0 0.0 0.0 0.555
H 1.378 -3.136 -3.777 0.0 0.0 0.0 0.497
H 1.487 -1.807 -5.896 0.0 0.0 0.0 0.441
H 0.599 0.539 -5.884 0.0 0.0 0.0 0.459
H -0.365 1.415 -3.768 0.0 0.0 0.0 0.460
C -5.608 -1.187 -0.298 0.0 0.0 0.0 -0.739
O -4.685 -1.677 -1.265 -0.2 -0.1 0.0 -0.396
P -3.096 -1.678 -0.882 0.3 0.2 0.0 0.836
O -2.904 -2.954 0.081 -0.1 -0.1 -0.1 -0.453
C -2.824 -2.747 1.495 0.0 0.0 0.1 -0.733
O -2.565 -2.392 -2.225 0.0 -0.1 -0.1 -0.346
C -2.869 -1.798 -3.486 0.0 0.1 0.1 -0.892
H -6.344 -1.962 -0.090 0.0 0.0 0.0 0.250
H -6.118 -0.305 -0.687 0.0 0.0 0.0 0.268
H -5.118 -0.919 0.644 0.0 0.0 0.0 0.313
H -2.074 -3.429 1.890 0.0 0.0 0.0 0.173
H -3.791 -2.965 1.949 0.0 0.0 0.0 0.392
H -2.526 -1.721 1.733 0.0 0.0 0.0 0.218
H -2.172 -2.216 -4.209 0.0 0.0 0.0 0.242
H -2.740 -0.712 -3.455 0.0 0.0 0.0 0.300
H -3.893 -2.030 -3.775 0.0 0.0 0.0 0.305